# 1
A molecular structure, C70H44ClF15GeN5O4P2S3W, computed with wB97M-V/def2-TZVPD.

Geometry (Å):
W 1.22 0.00 -0.10
C -0.62 -3.96 -0.65
C 0.12 -2.88 0.12
N 0.64 -1.81 -0.80
N 1.65 -2.37 -1.55
C 2.76 -1.76 -1.72
S 1.28 0.45 -2.71
S 3.97 -2.52 -2.75
C 3.52 -1.73 -4.37
C 2.49 -2.48 -5.16
C 2.88 -3.20 -6.29
C 1.94 -3.85 -7.07
C 0.60 -3.82 -6.72
C 0.21 -3.12 -5.59
C 1.14 -2.45 -4.82
C 1.39 -3.42 0.79
C 1.77 -4.75 0.84
C 3.06 -5.10 1.22
C 3.99 -4.12 1.54
C 3.62 -2.79 1.54
C 2.32 -2.44 1.18
O 1.93 -1.13 1.17
H -0.01 -4.30 -1.48
H -1.54 -3.55 -1.05
H -0.88 -4.80 -0.01
H 4.48 -1.69 -4.90
H 3.19 -0.72 -4.14
H 3.92 -3.24 -6.56
H 2.26 -4.38 -7.95
H -0.13 -4.34 -7.32
H -0.83 -3.09 -5.29
H 0.81 -1.92 -3.94
H 1.08 -5.53 0.56
H 3.34 -6.13 1.23
H 5.01 -4.39 1.78
H 4.33 -2.01 1.77
O 0.23 0.74 1.61
P -0.08 2.09 2.27
C 1.45 3.11 2.37
P 2.86 1.92 2.46
O 2.85 1.09 1.20
C 2.56 1.01 4.00
C 2.66 -0.38 4.04
C 2.41 -1.05 5.23
C 2.08 -0.34 6.37
C 2.02 1.04 6.34
C 2.27 1.72 5.16
C 4.39 2.87 2.63
C 5.34 2.47 3.56
C 6.49 3.21 3.72
C 6.70 4.35 2.96
C 5.76 4.74 2.02
C 4.60 4.00 1.85
C -1.41 3.05 1.51
C -1.33 4.43 1.36
C -2.44 5.14 0.94
C -3.62 4.48 0.65
C -3.71 3.11 0.81
C -2.61 2.40 1.26
C -0.68 1.68 3.93
C -1.09 2.67 4.81
C -1.65 2.32 6.03
C -1.81 0.98 6.36
C -1.41 -0.01 5.47
C -0.84 0.34 4.26
H 1.43 3.76 3.25
H 1.57 3.73 1.48
H 2.92 -0.91 3.15
H 2.50 -2.12 5.26
H 1.87 -0.86 7.29
H 1.78 1.60 7.23
H 2.24 2.80 5.15
H 5.16 1.60 4.17
H 7.23 2.91 4.45
H 7.60 4.93 3.10
H 5.93 5.63 1.43
H 3.87 4.30 1.11
H -0.41 4.95 1.59
H -2.38 6.21 0.83
H -4.48 5.04 0.32
H -4.63 2.59 0.59
H -2.67 1.33 1.42
H -0.98 3.71 4.54
H -1.97 3.08 6.72
H -2.27 0.71 7.29
H -1.55 -1.05 5.71
H -0.52 -0.42 3.57
F -1.56 3.44 -1.98
C -2.82 3.34 -2.42
C -3.33 2.10 -2.75
C -4.62 2.05 -3.23
F -5.11 0.85 -3.60
C -5.42 3.17 -3.35
F -6.68 3.07 -3.78
C -4.89 4.41 -3.01
F -5.64 5.51 -3.12
C -3.58 4.50 -2.56
F -3.05 5.69 -2.25
Ge -2.31 0.38 -2.58
S -1.15 0.57 -0.75
C -3.59 -1.03 -2.02
C -4.67 -0.79 -1.19
F -4.87 0.47 -0.77
C -5.51 -1.80 -0.75
F -6.53 -1.54 0.07
C -5.25 -3.11 -1.15
F -6.03 -4.10 -0.72
C -4.15 -3.40 -1.96
F -3.87 -4.65 -2.29
C -3.34 -2.35 -2.37
F -2.25 -2.58 -3.12
C -1.94 0.10 -4.55
C -2.66 -0.75 -5.38
F -3.68 -1.46 -4.89
C -2.38 -0.85 -6.74
F -3.10 -1.66 -7.51
C -1.34 -0.10 -7.29
F -1.05 -0.21 -8.58
C -0.66 0.82 -6.49
F 0.29 1.59 -7.02
C -1.01 0.93 -5.15
F -0.49 1.91 -4.39
Cl 0.35 -3.26 3.74
C -1.28 -3.52 3.20
C -2.14 -4.23 4.01
C -3.45 -4.42 3.62
C -3.90 -3.89 2.43
C -3.02 -3.19 1.62
C -1.70 -2.99 1.98
C -0.82 -2.14 1.11
H -1.78 -4.63 4.95
H -4.13 -4.97 4.26
H -4.93 -4.01 2.13
H -3.37 -2.75 0.70
H -0.19 -1.50 1.75
H -1.48 -1.51 0.50
N 2.26 4.08 -0.79
C 2.16 2.72 -0.90
O 1.12 2.14 -0.37
C 3.17 1.93 -1.44
C 2.71 0.57 -1.73
N 3.15 -0.52 -1.13
C 4.48 2.35 -1.69
N 5.55 2.72 -1.90
H 1.38 4.58 -0.71
H 2.95 4.52 -1.38

The charge is +1. The value obtained for the HOMO energy (spin up / spin down) is -10.561 / -10.560 eV. The LUMO energy (spin up / spin down) is -5.27 / -5.27 eV. Its frontier orbital gap (spin up / spin down) is 5.29 / 5.29 eV. The total energy is -251648.745 eV.

=====

# 2
2 unconnected molecules or ions with the total composition C2H6FPS, computed with wB97M-V/def2-TZVPD.

Geometry (Å):
C -0.53 -0.04 1.43
C -0.16 0.21 -1.37
F 0.27 -2.16 -0.24
P 0.63 -0.64 0.13
S 3.09 1.12 0.03
H -0.28 0.97 1.88
H -1.47 0.06 0.79
H -0.62 -0.80 2.24
H -0.54 -0.47 -2.07
H -0.98 0.87 -0.91
H 0.59 0.89 -1.90

The value obtained for the HOMO energy (spin up / spin down) is -8.501 / -8.831 eV. As for the spin multiplicity: 3. The LUMO energy (spin up / spin down) is 0.95 / -1.76 eV. Its frontier orbital gap (spin up / spin down) is 9.45 / 7.07 eV. Its expectation value of S² is 2.008. The total energy is -25010.622 eV. The calculation puts the energy relative to the best compared isomer or geometry (same formula, charge and spin) at 0.0 kcal/mol.

=====

# 3
9 unconnected molecules or ions with the total composition C12H42BF4N2O8, computed with wB97M-V/def2-TZVPD.

Geometry (Å):
O -0.66 1.08 0.16
H -0.60 0.43 -0.62
H -1.46 0.95 0.76
H 0.22 1.11 0.67
O 3.39 1.85 -0.17
H 2.59 1.35 0.26
H 3.27 1.93 -1.14
H 3.50 2.71 0.28
C -1.80 -2.90 -0.03
C -0.71 -2.15 -0.82
O -1.13 -0.98 -1.35
H -2.41 -3.52 -0.69
H -2.42 -2.18 0.50
H -1.35 -3.48 0.79
H -0.24 -2.88 -1.52
H 0.14 -2.00 -0.10
C 2.18 -1.26 2.08
C 1.85 0.14 2.56
O 1.63 1.11 1.61
H 2.60 -1.88 2.88
H 2.99 -1.21 1.34
H 1.33 -1.80 1.65
H 2.76 0.45 3.11
H 1.14 0.12 3.42
B -0.39 3.37 -2.03
F -1.71 2.96 -1.63
F 0.49 3.39 -0.91
F 0.01 2.36 -2.97
F -0.38 4.65 -2.59
C 3.76 -1.33 -2.76
C 2.72 -0.28 -3.12
C 1.67 -0.82 -4.11
O 2.34 -1.06 -5.33
C 1.58 -1.88 -6.18
N 2.03 0.13 -1.88
H 3.27 -2.29 -2.56
H 4.41 -1.04 -1.94
H 4.36 -1.55 -3.65
H 3.21 0.59 -3.58
H 0.85 -0.10 -4.14
H 1.30 -1.75 -3.68
H 0.51 -1.66 -6.04
H 1.74 -2.93 -5.87
H 1.77 -1.76 -7.24
H 1.56 -0.68 -1.47
H 1.24 0.73 -2.12
C -1.75 1.85 3.68
C -2.22 0.47 3.25
C -3.27 -0.15 4.15
O -3.42 -1.48 3.77
C -4.02 -2.32 4.73
N -2.79 0.57 1.84
H -0.94 1.70 4.41
H -2.55 2.56 3.87
H -1.17 2.34 2.88
H -1.38 -0.22 3.14
H -4.25 0.32 3.98
H -3.02 0.03 5.21
H -4.17 -3.25 4.20
H -4.96 -1.95 5.13
H -3.28 -2.51 5.52
H -3.13 -0.38 1.69
H -3.68 1.08 1.96
O -3.11 1.31 -3.21
H -2.90 2.23 -3.03
H -2.44 0.82 -2.70
O 2.07 3.85 1.74
H 1.89 2.87 1.77
H 1.33 4.24 2.22

The charge is -1. The value obtained for the HOMO energy is -4.440 eV. The LUMO energy is 2.39 eV. Its frontier orbital gap is 6.83 eV. The total energy is -44036.823 eV. The calculation puts the energy relative to the best compared isomer or geometry (same formula, charge and spin) at 30.7 kcal/mol.

=====

# 4
2 unconnected molecules or ions with the total composition C4H11OP, computed with wB97M-V/def2-TZVPD.

Geometry (Å):
H -2.13 1.68 0.16
P -2.99 0.88 -0.63
C -2.11 -0.37 0.05
C -2.55 -1.71 -0.26
O -1.03 -0.06 0.89
H -1.63 -2.39 -0.27
H -3.01 -1.80 -1.32
H -3.23 -2.08 0.53
H -0.52 -0.90 1.04
C 2.75 1.20 0.53
C 2.07 0.45 -0.68
H 3.48 2.06 0.27
H 3.06 0.45 1.24
H 2.00 1.67 1.14
H 1.63 1.31 -1.22
H 1.43 -0.25 -0.16
H 2.78 -0.14 -1.30

The value obtained for the HOMO energy is -8.469 eV. The LUMO energy is 0.62 eV. Its frontier orbital gap is 9.09 eV. The total energy is -15660.263 eV. The calculation puts the energy relative to the best compared isomer or geometry (same formula, charge and spin) at 59.9 kcal/mol. Its structure (SMILES) is [H]/P=C(/C)O.CC.